Record 1
Computed, not measured: 2 unconnected molecules or ions with the total composition C10H10N2O2, with ωB97M-V/def2-TZVPD.

Output
**Molecular weight**: 190.20 g/mol
**SMILES**: O=c1cc[nH]c(=O)[nH]1.c1ccccc1
**LUMO energy**: 0.005 hartree
**E_HOMO**: -7.50 eV
**Max |F|**: 5.847 eV/Å
**Orbital gap**: 7.63 eV

XYZ file:
```
24
Properties=species:S:1:pos:R:3:forces:R:3
O -0.3278 -1.2030 -0.4910 0.37 -0.70 -5.79
C 0.4883 -0.3886 -0.8852 2.81 -1.79 -3.03
C 1.8762 -0.1943 -0.3543 0.71 -0.01 -0.13
C 2.6943 0.7088 -0.9850 -2.74 -2.29 0.01
N 2.3261 1.1950 -2.2616 2.87 2.44 1.01
C 1.0667 1.1961 -2.8233 0.31 -1.16 -1.55
O 0.8193 1.6775 -3.9371 -0.03 -0.79 2.84
N 0.2729 0.3162 -2.0621 -3.88 -0.27 -1.02
H 2.0627 -0.7718 0.6031 0.38 1.30 -1.46
H 3.6083 1.0067 -0.5232 0.63 0.24 -0.36
H 3.0392 1.8880 -2.6133 -1.64 -1.09 0.02
H -0.7211 0.0226 -2.3833 2.31 1.22 0.11
C -2.6014 0.2635 1.7174 -0.93 -0.85 0.09
C -2.5927 -1.0877 2.0546 0.82 0.91 -0.31
C -1.3876 -1.7883 1.9369 0.39 -0.27 0.55
C -0.2476 -1.1789 1.4370 -0.65 0.41 2.93
C -0.2887 0.1597 1.0526 -2.45 2.90 4.44
C -1.4776 0.8912 1.2250 1.74 -0.09 -0.42
H -3.5172 0.8235 1.7786 -0.27 0.12 0.14
H -3.4873 -1.5613 2.4085 -0.22 -0.20 0.15
H -1.3179 -2.8251 2.2571 -0.12 0.09 -0.16
H 0.6608 -1.7220 1.2819 0.16 -0.47 0.70
H 0.5935 0.6342 0.6497 -0.73 0.65 1.12
H -1.5412 1.9380 0.9170 0.15 -0.30 0.11
```
Positions in Å, forces in eV/Å.

Results of the Löwdin charge analysis, in e, for atoms 1 through 8:
1. O 0.045
2. C -0.481
3. C -0.006
4. C -0.036
5. N 0.099
6. C -0.473
7. O 0.062
8. N 0.212

=====

Record 2
Computed, not measured: 2 unconnected molecules or ions with the total composition C10H10N2O2, with ωB97M-V/def2-TZVPD.

Output
**Molecular weight**: 190.20 g/mol
**SMILES**: O=c1cc[nH]c(=O)[nH]1.c1ccccc1
**LUMO energy**: 0.005 hartree
**E_HOMO**: -9.40 eV
**Max |F|**: 7.257 eV/Å
**Orbital gap**: 9.55 eV

XYZ file:
```
24
Properties=species:S:1:pos:R:3:forces:R:3
O 5.2747 -2.1459 1.1858 -1.00 4.44 -4.14
C 4.8607 -1.2272 0.3431 0.09 -2.92 3.61
C 3.6123 -1.4093 -0.4157 1.13 3.31 0.19
C 3.0197 -0.2207 -0.8157 -1.48 -0.81 -0.59
N 3.6306 1.0383 -0.7891 3.80 -5.09 3.51
C 4.8320 1.2955 0.0673 -1.33 1.28 -1.87
O 5.1667 2.4619 0.2832 -0.37 -2.88 -0.11
N 5.4424 0.1056 0.3878 -0.02 -2.07 0.77
H 3.1976 -2.3906 -0.3946 -0.54 -0.16 -0.12
H 1.9052 -0.2471 -1.1591 2.31 0.24 0.36
H 3.2551 1.8429 -1.0622 -2.44 3.68 -1.40
H 6.2042 0.0115 1.0626 -0.14 0.98 -0.22
C -4.5275 -1.2662 -0.2881 -1.95 2.73 1.63
C -3.2763 -0.7522 -0.5679 -1.41 0.26 0.76
C -2.9444 0.5170 -0.1436 0.75 0.90 0.10
C -3.7702 1.3554 0.5911 -1.32 -1.38 -0.21
C -5.1024 0.8965 0.8353 0.03 -1.04 -0.87
C -5.5003 -0.4131 0.4029 1.07 0.47 -0.55
H -4.8918 -2.1956 -0.6114 -0.04 -1.24 -0.45
H -2.5578 -1.2883 -1.1054 0.83 -0.91 -0.79
H -1.9767 0.8963 -0.4635 0.03 -0.01 0.29
H -3.3610 2.2977 0.9202 -0.40 0.23 0.03
H -5.9003 1.5481 1.2161 0.65 -0.22 0.18
H -6.5926 -0.7106 0.5209 1.75 0.22 -0.12
```
Positions in Å, forces in eV/Å.

Results of the Löwdin charge analysis, in e, for atoms 1 through 8:
1. O -0.024
2. C -0.343
3. C -0.009
4. C -0.068
5. N 0.124
6. C -0.422
7. O 0.071
8. N 0.179

=====

Record 3
Computed, not measured: C10H10N2OSe in the gas phase, with ωB97M-V/def2-TZVPD.

Output
**Molecular weight**: 253.16 g/mol
**SMILES**: O[C@@H]1C[Se]c2nc3ccccc3n2C1
**LUMO energy (spin up / spin down)**: 0.012 / 0.012 hartree
**E_HOMO (spin up / spin down)**: -7.24 / -7.24 eV
**Max |F|**: 7.225 eV/Å
**Orbital gap (spin up / spin down)**: 7.56 / 7.56 eV

XYZ file:
```
24
Properties=species:S:1:pos:R:3:forces:R:3
O -1.5390 -1.4996 -1.5588 -2.18 -3.87 1.31
C -1.8923 -1.8113 -0.1908 -2.10 1.04 -0.53
C -3.3299 -1.1965 0.2023 1.20 0.87 -4.51
Se -3.1733 0.8098 0.1983 -1.05 -0.29 0.56
C -1.3684 0.9886 0.2368 6.07 3.76 -1.11
N -0.3783 2.4144 -0.1368 -4.03 -3.54 0.89
C 0.8284 1.8609 -0.1207 0.20 -2.00 0.60
C 2.0681 2.5443 -0.2539 0.61 0.66 -0.93
C 3.2851 1.8550 -0.0928 -2.18 -0.61 -0.29
C 3.3206 0.4371 0.0165 -0.14 -0.38 1.02
C 2.1461 -0.2729 0.1067 -3.64 -0.73 -0.59
C 0.8806 0.4403 0.1045 1.20 0.96 0.31
N -0.4451 0.0183 0.3846 0.31 1.79 -1.14
C -0.8139 -1.3081 0.7315 1.77 -1.52 -0.20
H -1.1320 -0.6930 -1.5448 1.71 3.49 -0.24
H -1.9801 -2.8832 -0.1336 0.02 -0.39 0.05
H -4.0100 -1.2882 -0.7304 1.14 -0.27 1.52
H -3.8403 -1.6180 1.0111 -0.30 -0.37 1.59
H 1.9315 3.5932 -0.6594 0.79 -1.11 1.05
H 4.2368 2.3030 -0.0800 0.79 1.02 -0.25
H 4.2532 -0.1070 0.2395 -0.38 0.48 -0.65
H 1.9148 -1.3747 -0.0258 1.48 1.09 0.68
H -1.0562 -1.2572 1.7919 -0.19 -0.78 0.05
H 0.0935 -1.9552 0.5040 -1.09 0.70 0.83
```
Positions in Å, forces in eV/Å.

Results of the Löwdin charge analysis, in e, for atoms 1 through 8:
1. O 0.008
2. C -0.360
3. C -0.332
4. Se 1.085
5. C -0.484
6. N 0.126
7. C -0.379
8. C -0.029

=====

Record 4
Computed, not measured: a molecular structure, C10H10O2, with ωB97M-V/def2-TZVPD.

Output
**Molecular weight**: 162.19 g/mol
**LUMO energy (spin up / spin down)**: 0.020 / 0.020 hartree
**E_HOMO (spin up / spin down)**: -6.53 / -6.53 eV
**Max |F|**: 3.467 eV/Å
**Orbital gap (spin up / spin down)**: 7.06 / 7.07 eV

XYZ file:
```
22
Properties=species:S:1:pos:R:3:forces:R:3
C 0.2655 0.2710 -4.3391 0.45 0.33 -2.13
C -0.2019 -0.8672 -3.7287 -0.79 -3.09 -1.36
C 0.6289 1.4075 -3.6777 -0.97 0.44 2.67
C -0.3659 -0.9421 -2.3501 0.39 0.88 -2.54
C 0.4353 1.3943 -2.2467 -0.01 -0.28 -3.24
C -0.0580 0.2319 -1.7021 0.66 -0.14 3.03
C -0.1703 0.1777 -0.2677 0.16 0.43 3.11
C 0.3225 -0.1765 1.6075 -0.12 1.60 -2.75
C 0.3469 0.6347 4.0917 0.64 -1.12 -2.63
C 0.7680 -0.4436 3.0126 -0.41 0.77 -0.20
O -0.1747 -0.9217 0.5834 0.33 0.32 0.45
O 0.4016 0.9687 0.7831 -0.39 -2.22 0.15
H 0.3526 0.3290 -5.4411 -0.12 -0.42 0.71
H -0.4261 -1.7590 -4.4752 0.33 1.75 1.99
H 0.8661 2.2666 -4.2894 0.35 0.23 0.47
H -0.7190 -1.7625 -1.7950 -0.35 -1.03 0.27
H 0.5215 2.1974 -1.5710 0.54 1.13 0.26
H 0.7697 1.5855 3.7786 0.23 0.04 0.47
H 0.7223 0.2017 4.9785 0.33 0.29 1.33
H -0.6996 0.7230 4.0758 -1.44 0.15 0.38
H 0.4341 -1.4543 3.2786 -0.07 0.28 -0.06
H 1.8542 -0.4339 3.0871 0.27 -0.32 -0.39
```
Positions in Å, forces in eV/Å.

Results of the Löwdin charge analysis, in e, for atoms 1 through 8:
1. C -0.157
2. C -0.093
3. C -0.060
4. C -0.026
5. C -0.004
6. C -0.216
7. C -0.201
8. C -0.227

=====

Record 5
Computed, not measured: C10H10O6 in the gas phase, with ωB97M-V/def2-TZVPD.

Output
**Molecular weight**: 226.18 g/mol
**SMILES**: O=C(OCOO)OCC(=O)c1ccccc1
**LUMO energy**: 0.003 hartree
**E_HOMO**: -9.21 eV
**Max |F|**: 2.958 eV/Å
**Orbital gap**: 9.29 eV

XYZ file:
```
26
Properties=species:S:1:pos:R:3:forces:R:3
O 1.0214 0.7143 0.5570 0.40 -0.32 0.13
C 1.5625 -0.2958 0.9144 -1.18 1.56 -0.30
O 2.9367 -0.3681 0.9616 -1.35 -0.94 0.15
C 3.5611 0.8295 0.4827 2.10 0.90 0.01
O 3.4947 0.9878 -0.9220 -1.63 0.45 2.09
O 4.4713 0.2418 -1.5580 1.68 -0.88 -0.98
O 0.7563 -1.3564 1.3271 2.39 -0.02 -0.68
C 0.3952 -2.2025 0.2185 -0.88 -0.91 -0.09
C -0.7562 -1.6558 -0.7033 -0.35 0.73 -0.74
O -0.8634 -2.1755 -1.7975 0.30 -0.01 0.78
C -1.7199 -0.5040 -0.3582 -1.02 1.64 1.13
C -2.4062 0.1803 -1.4549 -0.63 0.89 1.28
C -3.3198 1.3054 -1.2136 1.20 -1.12 2.46
C -3.5240 1.7530 0.1721 1.11 -1.41 -0.12
C -2.8515 1.0858 1.2867 0.62 -0.99 -2.29
C -1.9576 -0.0338 1.0209 -0.78 0.86 -1.44
H 4.6592 0.7213 0.7288 -1.16 -0.24 -0.03
H 3.2332 1.7581 1.0219 -0.37 -1.03 -0.93
H 4.7170 -0.5426 -1.0299 -0.65 0.31 0.10
H 0.0041 -3.1616 0.6662 0.37 1.03 -0.32
H 1.2642 -2.5082 -0.4247 -0.75 0.59 0.52
H -2.2384 -0.1233 -2.5135 -0.03 0.08 1.12
H -3.8545 1.8214 -2.0389 0.60 -0.55 0.66
H -4.1857 2.6136 0.4323 0.59 -0.83 -0.53
H -2.9672 1.4181 2.3392 -0.07 -0.17 -0.99
H -1.4324 -0.5027 1.8852 -0.51 0.39 -0.98
```
Positions in Å, forces in eV/Å.

Results of the Löwdin charge analysis, in e, for atoms 1 through 8:
1. O 0.167
2. C -0.489
3. O 0.057
4. C -0.186
5. O -0.100
6. O -0.021
7. O -0.014
8. C -0.068

=====

Record 6
Computed, not measured: C10H10S in the gas phase, with ωB97M-V/def2-TZVPD.

Output
**Molecular weight**: 162.26 g/mol
**SMILES**: CC(=S)/C=C\c1ccccc1
**LUMO energy**: -0.023 hartree
**E_HOMO**: -8.14 eV
**Max |F|**: 4.787 eV/Å
**Orbital gap**: 7.52 eV

XYZ file:
```
21
Properties=species:S:1:pos:R:3:forces:R:3
C -2.9766 -0.1446 1.0162 -1.33 -0.47 -0.34
C -1.8919 -0.2948 -0.0494 -2.82 -3.66 1.25
S -1.4298 -1.8520 -0.3279 0.22 0.54 0.02
C -1.5444 0.7741 -0.8762 1.10 3.40 -0.75
C -0.2760 1.0701 -1.1963 0.82 -1.02 -1.49
C 0.8248 0.2999 -0.6099 0.43 -0.14 0.13
C 1.5365 -0.6416 -1.3292 -0.04 0.79 -3.42
C 2.4557 -1.4897 -0.8081 0.97 0.37 0.49
C 2.7848 -1.2876 0.5120 0.34 -0.48 1.40
C 2.2019 -0.3019 1.2866 -1.29 -0.57 0.56
C 1.1716 0.4662 0.6919 0.27 -0.04 2.89
H -2.4051 0.1300 1.8185 1.68 1.21 2.54
H -3.4529 -1.0724 1.4950 0.53 1.02 -1.72
H -3.6976 0.6992 0.9333 0.36 -0.66 -0.49
H -2.2737 1.5665 -1.0840 -0.24 -0.69 -0.35
H 0.0956 1.6334 -2.0807 -1.04 0.52 0.92
H 1.4451 -0.5658 -2.4363 -0.37 -0.59 0.77
H 3.0669 -2.2036 -1.3440 -0.47 0.00 -0.44
H 3.4686 -1.9866 0.9639 0.30 0.01 0.23
H 2.2905 -0.3520 2.4104 0.27 0.51 -1.46
H 0.5823 1.0860 1.3942 0.33 -0.04 -0.76
```
Positions in Å, forces in eV/Å.

Results of the Löwdin charge analysis, in e, for atoms 1 through 8:
1. C -0.140
2. C -0.774
3. S 0.773
4. C -0.156
5. C -0.034
6. C -0.326
7. C -0.091
8. C -0.090

=====

Record 7
Computed, not measured: C10H11BrN2O2 in the gas phase, with ωB97M-V/def2-TZVPD.

Output
**Molecular weight**: 271.11 g/mol
**LUMO energy (spin up / spin down)**: -0.042 / -0.042 hartree
**E_HOMO (spin up / spin down)**: -8.34 / -7.93 eV
**Max |F|**: 4.028 eV/Å
**Orbital gap (spin up / spin down)**: 7.19 / 6.78 eV

XYZ file:
```
26
Properties=species:S:1:pos:R:3:forces:R:3
C 1.2865 1.4996 -0.4790 -2.50 -0.06 -2.39
C 0.9703 2.5657 0.5111 -2.44 -0.13 0.85
C 2.4439 -0.5071 -0.0371 -3.83 0.92 -0.83
C 2.5710 0.8538 -0.3233 1.35 -1.72 0.77
C 3.2694 -1.5639 0.5446 -0.13 -2.54 -0.78
C -2.2610 2.0085 0.0879 0.33 0.67 0.35
C 0.3199 0.2917 -0.4043 0.82 -0.67 2.31
C -1.2273 1.9202 1.2265 -1.77 0.64 -1.63
C 2.8149 -3.0231 0.2554 -1.83 1.29 0.65
C -3.5742 1.3770 0.4709 -1.77 -1.35 -3.27
N -0.1016 2.6156 1.2375 2.95 0.94 -1.22
N 1.1377 -0.8684 -0.1777 0.83 -0.07 0.23
O 4.1556 -1.3625 1.3084 1.37 0.79 0.92
O -2.1272 2.6282 -0.9632 0.58 -0.84 1.06
Br 4.2030 1.6211 -0.2066 1.05 1.11 -0.07
H 1.1030 1.9846 -1.5047 0.63 -0.33 1.18
H 1.6997 3.3370 0.5097 0.39 0.90 0.66
H -0.3450 0.4397 0.5586 0.80 -0.51 -1.39
H -0.3745 0.0495 -1.1780 -0.43 0.46 -0.79
H -1.6917 1.8271 2.1812 -0.19 -0.53 0.68
H 2.2659 -3.3367 1.1714 0.46 0.10 -0.43
H 3.5929 -3.7187 0.0701 0.99 -0.29 -0.09
H 2.0496 -3.0466 -0.5229 0.33 -0.07 -0.05
H -4.4812 2.0057 0.1805 1.38 -0.54 0.85
H -3.5617 0.9507 1.4175 -0.27 0.07 2.20
H -3.8160 0.3866 -0.1061 0.90 1.75 0.26
```
Positions in Å, forces in eV/Å.

Results of the Löwdin charge analysis, in e, for atoms 1 through 8:
1. C -0.287
2. C -0.049
3. C -0.258
4. C -0.655
5. C -0.410
6. C -0.438
7. C -0.148
8. C -0.119

=====

Record 8
Computed, not measured: 2 unconnected molecules or ions with the total composition C10H11BrNO2, with ωB97M-V/def2-TZVPD.

Output
**Molecular weight**: 257.11 g/mol
**Charge**: +1
**LUMO energy**: -0.117 hartree
**E_HOMO**: -10.84 eV
**Max |F|**: 5.030 eV/Å
**Orbital gap**: 7.65 eV

XYZ file:
```
25
Properties=species:S:1:pos:R:3:forces:R:3
C 1.4143 1.3973 0.6413 -0.50 -1.78 -3.09
C 2.9011 1.3797 0.2835 -0.29 -0.59 0.64
C 0.7818 0.0204 0.3038 0.34 -0.78 0.74
C 1.6049 -1.1772 0.0361 1.01 1.29 0.29
C 2.9570 -1.0520 -0.0396 -0.85 -1.18 -0.88
C 3.5594 0.2336 0.1107 0.42 1.80 -0.43
C -3.6289 0.8449 -1.3999 3.69 -2.16 -1.50
C -2.6954 0.1364 -1.8361 -4.30 2.34 1.13
C 0.7018 -2.3613 -0.0639 1.17 -0.36 4.67
C -0.4590 -0.4708 0.4578 1.54 -0.46 0.08
N -1.6474 0.2264 0.7867 -2.39 0.18 -2.19
O -0.6373 -1.8220 0.2451 0.47 0.21 -0.20
O 3.7733 -2.0598 -0.4032 -1.17 -1.13 0.44
Br 5.4416 0.3756 -0.2368 -0.31 -0.10 0.11
H 1.2198 1.4449 1.6571 0.11 0.92 2.22
H 3.5537 2.2280 0.2569 -0.50 0.87 0.16
H -4.2248 1.6148 -0.9619 -0.27 -0.06 -0.08
H 0.8055 2.1228 0.0789 0.62 0.31 0.36
H -2.1650 -0.6447 -2.3126 0.52 -0.23 -0.21
H 0.7919 -2.7636 -0.9954 -0.57 -1.41 -2.62
H 1.0496 -3.1977 0.7596 -1.28 1.96 -1.98
H -2.2111 0.0239 1.5735 -0.07 -1.52 1.84
H -2.4384 0.0159 -0.0530 1.79 1.25 1.28
H -1.5064 1.2199 0.9409 0.34 0.34 -0.83
H 4.5388 -1.7433 -0.8838 0.46 0.29 0.03
```
Positions in Å, forces in eV/Å.

Results of the Löwdin charge analysis, in e, for atoms 1 through 8:
1. C -0.056
2. C -0.091
3. C -0.053
4. C -0.086
5. C -0.307
6. C -0.565
7. C 0.084
8. C 0.047